(1)
# C9H7Cl2CoIN7OS

A molecular structure, C9H7Cl2CoIN7OS at a distorted geometry (ωB97M-V/def2-TZVPD, OMol25).

Element x y z (Å)
1 Co -1.256 -0.072 -1.758
2 Cl -0.370 0.866 2.135
3 C -0.622 0.092 3.694
4 Cl 0.894 -0.494 4.424
5 H -1.275 -0.760 3.561
6 H -1.050 0.816 4.377
7 N 3.226 2.615 -0.460
8 C 2.693 1.378 -0.691
9 C 1.303 1.232 -0.881
10 N 0.768 0.043 -1.059
11 C 1.582 -1.025 -1.061
12 C 2.937 -0.860 -0.883
13 N 3.507 0.332 -0.702
14 H 2.676 3.421 -0.704
15 H 4.222 2.690 -0.563
16 H 0.642 2.088 -0.888
17 H 1.129 -1.992 -1.219
18 H 3.598 -1.718 -0.895
19 I -0.887 0.621 -4.189
20 S -1.757 4.292 -0.042
21 C -1.752 2.755 -0.594
22 N -1.745 1.657 -0.996
23 O -1.342 -2.016 -1.844
24 N -1.633 -1.703 -0.621
25 C -2.575 -2.395 -0.040
26 C -3.203 -3.513 -0.669
27 N -3.706 -4.417 -1.171
28 C -2.885 -2.084 1.318
29 N -3.119 -1.848 2.419

## Properties
* energy: -3804.81276 hartree
* HOMO-LUMO gap (alpha / beta): 6.8 / 7.0 eV
* net charge: -1
* <S²>: 1.080
* multiplicity: 2
* highest occupied orbital energy (alpha / beta): -5.4 / -5.4 eV


(2)
# C6H10N2

2 unconnected molecules or ions with the total composition C6H10N2 at a distorted geometry (ωB97M-V/def2-TZVPD, OMol25).

Element x y z (Å)
1 C -0.687 1.478 0.221
2 C -1.926 -0.352 -0.048
3 C 1.146 -0.255 -0.786
4 C -1.257 0.386 1.071
5 C 0.325 -1.323 -0.902
6 C 2.163 -0.108 0.305
7 N -1.320 1.549 -0.917
8 N -2.083 0.433 -1.082
9 H -0.083 2.300 0.567
10 H -2.519 -1.246 0.050
11 H 1.275 0.406 -1.637
12 H -0.519 -0.195 1.619
13 H -1.989 0.775 1.786
14 H 0.325 -2.101 -0.148
15 H -0.158 -1.557 -1.836
16 H 1.940 -0.755 1.161
17 H 2.209 0.931 0.651
18 H 3.157 -0.366 -0.074

## Properties
* energy: -344.02897 hartree
* SMILES: C1=NN=CC1.C=CC
* HOMO-LUMO gap: 10.1 eV
* net charge: 0
* relative energy (zero: lowest compared OMol25 entry of this formula, charge and spin): 282.9 kJ/mol
* multiplicity: 1
* highest occupied orbital energy: -9.4 eV


(3)
# C20H17Cl6N3O6

5 unconnected molecules or ions with the total composition C20H17Cl6N3O6 at a distorted geometry (ωB97M-V/def2-TZVPD, OMol25).

Element x y z (Å)
1 C -1.889 -3.550 -4.340
2 Cl -2.530 -3.078 -5.825
3 Cl -0.441 -4.672 -4.615
4 Cl -3.175 -4.261 -3.287
5 H -1.394 -2.706 -3.811
6 C -1.507 0.263 -2.864
7 Cl -1.412 1.091 -4.448
8 Cl -0.213 -0.811 -2.600
9 Cl -3.091 -0.504 -2.668
10 H -1.428 1.045 -2.216
11 C -2.415 1.417 2.783
12 C -1.677 0.224 2.849
13 C -2.184 -0.916 2.243
14 C -3.330 -0.802 1.433
15 C -4.093 0.298 1.482
16 C -3.597 1.439 2.104
17 N -3.804 -1.990 0.684
18 O -4.907 -1.989 0.227
19 O -3.037 -2.959 0.533
20 H -2.028 2.305 3.108
21 H -0.764 0.218 3.422
22 H -1.593 -1.769 2.243
23 H -5.073 0.361 0.926
24 H -4.115 2.360 1.940
25 C 1.969 3.253 3.839
26 C 1.939 2.189 2.929
27 C 1.003 2.262 1.881
28 C 0.120 3.309 1.892
29 C 0.107 4.349 2.849
30 C 1.096 4.363 3.780
31 N -0.919 3.245 0.822
32 O -0.661 2.506 -0.132
33 O -2.015 3.803 0.989
34 H 2.595 3.110 4.696
35 H 2.583 1.296 2.984
36 H 0.812 1.449 1.195
37 H -0.820 5.004 2.823
38 H 1.095 5.153 4.511
39 C 3.564 -2.544 -3.530
40 C 4.048 -3.394 -2.514
41 C 4.171 -2.838 -1.181
42 C 3.832 -1.523 -0.966
43 C 3.285 -0.702 -1.967
44 C 3.108 -1.213 -3.222
45 N 3.739 -1.112 0.423
46 O 4.248 -1.835 1.254
47 O 3.189 -0.038 0.711
48 H 3.305 -2.936 -4.555
49 H 4.294 -4.396 -2.862
50 H 4.479 -3.435 -0.314
51 H 2.938 0.226 -1.644
52 H 2.594 -0.565 -3.994

## Properties
* energy: -4148.85005 hartree
* SMILES: O=[N+]([O-])c1ccccc1.O=[N+]([O-])c1ccccc1.O=[N+]([O-])c1ccccc1.ClC(Cl)Cl.ClC(Cl)Cl
* HOMO-LUMO gap: 9.1 eV
* net charge: 0
* relative energy (zero: lowest compared OMol25 entry of this formula, charge and spin): 51.2 kJ/mol
* multiplicity: 1
* highest occupied orbital energy: -10.0 eV


(4)
# C4H11N3O2

2 unconnected molecules or ions with the total composition C4H11N3O2 at a distorted geometry (ωB97M-V/def2-TZVPD, OMol25).

Element x y z (Å)
1 C -1.001 -1.285 -0.956
2 C -0.929 1.151 -1.402
3 N 0.328 1.250 -1.230
4 N -1.551 -0.065 -1.492
5 N -1.692 2.150 -2.033
6 H 1.977 0.191 -0.058
7 H 0.732 2.129 -1.524
8 H -2.527 -0.008 -1.701
9 H -2.684 2.127 -1.828
10 H -1.374 3.081 -1.808
11 H -0.513 -1.883 -1.729
12 H -1.785 -1.869 -0.476
13 H -0.244 -1.048 -0.213
14 C 1.561 -1.360 2.701
15 C 1.688 -0.047 1.926
16 O 1.841 -0.453 0.650
17 O 1.422 1.049 2.309
18 H 1.343 -1.195 3.760
19 H 2.565 -1.792 2.685
20 H 0.844 -2.122 2.420

## Properties
* energy: -473.76424 hartree
* SMILES: [H]/N=C(\N)NC.CC(=O)O
* HOMO-LUMO gap: 9.7 eV
* net charge: 0
* relative energy (zero: lowest compared OMol25 entry of this formula, charge and spin): 101.2 kJ/mol
* multiplicity: 1
* highest occupied orbital energy: -8.9 eV